[1]
ORCA calculation (ωB97M-V with the def2-TZVPD basis set) on a 2-piece molecular cluster, C2H4N3O5 overall in a non-equilibrium geometry.

Spin multiplicity: 1
Largest force on an atom (eV/A): 4.30
Molecular weight (g/mol): 150.1
Gap between HOMO and LUMO (eV): 7.7
Energy above the lowest of the compared OMol25 structures with the same formula, charge and spin (kJ/mol): 105.1
E_HOMO (eV): -4.89
LUMO (eV): 2.78
Charge: -1
Electronic energy (Ha): -618.89446

Last column: Mulliken charge in e.
Element x y z (Å)
C  -1.9207  0.3942  -1.0678  -0.76
C  -0.7534  1.1732  -0.7790  0.20
N  -0.7953  2.4573  -0.7048  -0.50
N  0.3610  3.1582  -0.5375  1.09
N  -1.5300  -3.0695  -1.0538  1.08
O  1.2127  2.7306  0.2071  -0.59
O  -1.5305  -2.3874  0.0215  -0.72
O  0.4545  4.1842  -1.1288  -0.60
O  -1.1831  -4.1931  -1.0302  -0.68
O  -1.9974  -2.5621  -2.1019  -0.67
H  -1.5446  -0.0871  -2.0495  0.24
H  -2.9459  0.8389  -1.1233  0.24
H  -1.9533  -0.5173  -0.4982  0.28
H  0.1255  0.5252  -0.5541  0.38

***

[2]
ORCA calculation (ωB97M-V with the def2-TZVPD basis set) on C2H2LuO2 as an isolated structure in a non-equilibrium geometry.

Spin multiplicity: 2
Largest force on an atom (eV/A): 5.80
Molecular weight (g/mol): 233.0
Gap between HOMO and LUMO (alpha / beta) (eV): 6.9 / 4.7
Energy above the lowest of the compared OMol25 structures with the same formula, charge and spin (kJ/mol): 116.0
E_HOMO (alpha / beta) (eV): -7.53 / -7.18
LUMO (alpha / beta) (eV): -0.68 / -2.47
Charge: 0
Electronic energy (Ha): -1463.14698

Last column: Mulliken charge in e.
Element x y z (Å)
O  -0.9072  0.9779  1.2186  -0.49
C  -0.3258  0.1203  0.2704  0.03
C  0.7561  -0.6114  0.5791  0.21
O  1.6497  -0.5863  1.4580  -0.51
H  -1.8438  0.7320  1.2383  0.35
Lu  -0.4311  0.4298  -2.1185  0.57
H  1.2708  -0.9003  -0.8458  -0.16

***

[3]
ORCA calculation (ωB97M-V with the def2-TZVPD basis set) on C21H32Br36F2NO5PS as an isolated structure in a non-equilibrium geometry.

Spin multiplicity: 1
Largest force on an atom (eV/A): 4.66
Molecular weight (g/mol): 3356.1
Gap between HOMO and LUMO (eV): 9.4
E_HOMO (eV): -9.93
LUMO (eV): -0.54
Charge: 0
Electronic energy (Ha): -94853.98025

Last column: Mulliken charge in e.
Element x y z (Å)
C  -0.5835  3.1612  5.5683  -0.79
C  -0.8710  1.6171  5.7332  -0.14
O  -2.0726  1.1656  5.0850  -0.35
P  -1.8927  1.1922  3.4108  0.25
O  -0.4405  1.4010  3.0213  -0.65
C  -2.6598  -0.3291  2.6206  -1.03
C  -1.6319  -1.1524  1.7750  -0.47
N  -1.2882  -2.4829  2.3254  0.01
C  -0.2196  -3.1553  1.5394  -1.19
C  1.2114  -2.5039  1.6537  0.84
C  1.8418  -2.2493  0.2228  -0.74
F  2.1293  -3.2755  2.3788  -0.32
S  -0.9093  -2.4356  3.9827  1.11
O  -0.0859  -1.2857  4.3951  -0.50
O  -2.0893  -2.6185  4.8579  -0.65
F  0.0217  -3.7790  4.2024  -0.20
O  -2.8133  2.5349  2.9113  0.04
C  -2.1573  3.2102  1.8238  -0.34
C  -2.1352  2.3357  0.5080  -0.23
H  0.5000  3.2584  5.2977  0.26
H  -0.8479  3.7604  6.4722  0.30
H  -1.1427  3.6162  4.7089  0.13
H  0.0379  1.0352  5.4612  0.09
H  -1.0255  1.4439  6.8310  0.47
H  -3.2556  -0.9403  3.3449  0.66
H  -3.4173  0.0834  1.9022  0.41
H  -2.1262  -1.3560  0.7868  0.38
H  -0.7151  -0.5542  1.5159  0.31
H  -0.1562  -4.2479  1.7817  0.44
H  -0.5490  -3.1195  0.4679  0.48
H  1.1610  -1.5059  2.1625  0.17
H  1.2208  -2.6824  -0.5930  -0.08
H  1.9999  -1.1654  0.0089  0.20
H  2.8379  -2.7654  0.1928  0.28
H  -2.7877  4.1087  1.5806  0.40
H  -1.1548  3.6114  2.0994  0.28
H  -3.0567  1.7023  0.4321  0.13
H  -2.1362  3.0524  -0.3514  -0.06
H  -1.2131  1.7150  0.4231  0.12
C  1.3135  -1.4627  -3.7603  -0.32
Br  0.1280  -0.8394  -2.3633  0.07
Br  1.7863  -3.3277  -3.5455  -0.05
Br  0.5633  -1.0952  -5.5041  0.03
H  2.2322  -0.8909  -3.6791  0.32
C  -3.2439  -1.6475  -6.7656  0.02
Br  -4.6686  -1.1832  -7.9915  -0.04
Br  -3.2974  -0.5667  -5.1617  0.08
Br  -3.2306  -3.5397  -6.3566  -0.02
H  -2.3084  -1.4247  -7.2677  -0.04
C  -0.7477  5.1323  -3.0355  -0.33
Br  -1.9426  5.7982  -1.6647  -0.09
Br  -0.3016  3.2658  -2.7725  0.18
Br  -1.4485  5.4546  -4.8110  -0.04
H  0.1763  5.6941  -2.9513  0.33
C  1.6649  1.3520  -8.3200  -0.26
Br  2.9258  1.8349  -9.7059  -0.02
Br  0.7291  2.8957  -7.6196  0.02
Br  0.4230  -0.0113  -8.9017  -0.04
H  2.2370  0.9257  -7.5024  0.25
C  -7.9686  0.7621  -6.1712  -0.37
Br  -7.9694  -1.1333  -5.7738  -0.01
Br  -6.5458  1.6898  -5.2425  0.04
Br  -7.9214  1.1009  -8.0776  -0.03
H  -8.9051  1.1631  -5.8008  0.35
C  3.8189  3.1120  -2.9109  -0.46
Br  3.0733  3.0367  -4.6952  0.02
Br  3.1747  4.6516  -1.9303  -0.01
Br  3.5162  1.4637  -1.9388  0.01
H  4.8917  3.2274  -3.0167  0.40
C  3.6120  -4.5319  5.5187  -0.04
Br  3.1177  -6.1934  4.6579  0.06
Br  2.9688  -4.4477  7.3428  -0.03
Br  5.5165  -4.2062  5.4065  0.00
H  3.1215  -3.7332  4.9713  0.01
C  -6.3022  3.4247  3.3853  -0.20
Br  -7.5099  4.0838  4.7464  -0.04
Br  -5.8362  1.5705  3.6769  0.02
Br  -6.9967  3.7173  1.6011  0.04
H  -5.3847  3.9976  3.4679  0.20
C  -7.7241  5.0536  -2.8222  -0.32
Br  -8.9737  6.4642  -2.3802  -0.02
Br  -5.8882  5.6632  -2.7350  0.04
Br  -8.0051  3.4780  -1.7339  -0.03
H  -7.9159  4.7679  -3.8507  0.30
C  8.0812  -2.9119  2.0407  -0.38
Br  9.0428  -1.2373  1.8967  0.01
Br  8.6195  -3.9155  3.6078  -0.05
Br  6.1653  -2.6453  1.9738  0.08
H  8.3490  -3.5074  1.1754  0.36
C  11.8664  1.3158  0.0165  -0.12
Br  13.7122  0.9699  -0.4519  -0.01
Br  11.6514  3.0419  0.8656  0.00
Br  10.6899  1.1146  -1.5077  0.00
H  11.5766  0.5651  0.7433  0.11
C  2.4970  -9.4563  2.1541  -0.29
Br  2.0106  -11.1163  1.2847  -0.06
Br  1.8460  -9.3822  3.9756  -0.04
Br  4.4020  -9.1265  2.0604  0.00
H  2.0085  -8.6565  1.6091  0.34

***

[4]
ORCA calculation (ωB97M-V with the def2-TZVPD basis set) on C6H8Ag2Cl4NiO14P2Sn as an isolated structure in a non-equilibrium geometry.

Spin multiplicity: 6
Largest force on an atom (eV/A): 9.96
Molecular weight (g/mol): 901.0
Gap between HOMO and LUMO (alpha / beta) (eV): 5.7 / 5.7
E_HOMO (alpha / beta) (eV): -5.94 / -6.00
LUMO (alpha / beta) (eV): -0.26 / -0.29
Charge: -1
Electronic energy (Ha): -5826.76158

Last column: Mulliken charge in e.
Element x y z (Å)
Ag  1.1315  -2.0659  -1.9894  0.59
Ag  -2.8115  1.2047  -1.6616  0.33
Ni  0.2329  1.1441  -2.4581  0.64
Sn  -0.9258  2.8131  1.1916  1.31
P  -4.5098  0.3910  0.3343  0.71
O  -4.5199  -0.1159  -1.1248  -0.43
O  -4.7435  -1.0701  0.8132  -0.43
O  -5.9176  0.9415  0.2221  -0.56
O  -3.2128  1.1595  0.4088  -0.29
P  0.2661  -0.2071  -0.1271  1.32
O  1.3056  0.0874  -1.2179  -0.95
O  -0.0636  -1.7592  -0.3246  -0.86
O  -0.7897  0.5983  -0.8461  0.72
O  0.5039  0.3168  1.3634  -0.74
C  -1.0259  -1.2198  -3.5480  1.08
O  -0.8563  -2.3221  -3.0684  -0.58
O  0.0312  -0.5781  -3.6062  -0.91
O  -1.9754  -0.5527  -3.0415  -0.47
C  -1.0203  3.3792  -2.4243  1.05
O  -1.2096  2.4849  -3.2145  -0.80
O  -1.9362  3.3932  -1.5744  -0.81
O  0.0794  3.1884  -1.8248  -0.81
Cl  5.6677  -0.0993  0.6931  -0.25
C  4.3194  0.8174  -0.0043  -0.04
C  3.6347  1.6803  1.0402  -0.23
Cl  2.7887  3.0328  0.3080  -0.18
H  3.6544  0.1027  -0.4892  -0.12
H  4.7356  1.4545  -0.7847  0.33
H  4.4347  1.9689  1.7221  0.43
H  2.8261  1.2053  1.5957  0.01
Cl  1.3324  -3.2681  4.4379  -0.24
C  0.7210  -2.4475  3.0458  -0.18
C  -0.7759  -2.7219  2.8056  0.12
Cl  -1.1719  -4.3220  2.1635  -0.22
H  1.3122  -2.6939  2.1638  0.25
H  0.9234  -1.4083  3.3053  0.08
H  -1.0718  -2.0238  2.0224  -0.27
H  -1.3638  -2.4880  3.6932  0.39

***

[5]
ORCA calculation (ωB97M-V with the def2-TZVPD basis set) on one molecule with the formula C5H8BrClO in a non-equilibrium geometry.

Spin multiplicity: 1
Largest force on an atom (eV/A): 3.44
Molecular weight (g/mol): 199.5
Gap between HOMO and LUMO (eV): 10.3
SMILES: CC(C)C(=O)[C@H](Cl)Br
Energy above the lowest of the compared OMol25 structures with the same formula, charge and spin (kJ/mol): 0.0
E_HOMO (eV): -9.93
LUMO (eV): 0.33
Charge: 0
Electronic energy (Ha): -3304.72919

Last column: Mulliken charge in e.
Element x y z (Å)
C  -0.7855  -1.6024  0.2452  0.08
C  0.1763  0.6913  0.3756  -1.49
C  -0.7942  -0.0814  -1.7162  -1.53
C  -0.9395  -0.1416  -0.1821  0.72
C  -1.8374  -2.1587  1.2952  0.08
O  0.1387  -2.3124  -0.0389  -0.50
Cl  -2.5344  -3.6499  0.4950  -0.17
Br  -3.1034  -0.8640  1.9018  -0.12
H  0.3145  1.6552  -0.2433  0.32
H  0.0109  1.0164  1.3815  0.37
H  1.0761  0.2231  0.4725  0.41
H  0.0878  -0.5459  -2.0237  0.39
H  -1.6554  -0.5778  -2.3260  0.30
H  -0.7803  0.9641  -2.0489  0.41
H  -1.8402  0.2418  0.2020  0.34
H  -1.2330  -2.5875  2.0539  0.38

***

[6]
ORCA calculation (ωB97M-V with the def2-TZVPD basis set) on C13H11AsN4ReS5 as an isolated structure.

Spin multiplicity: 1
Largest force on an atom (eV/A): 0.55
Molecular weight (g/mol): 644.7
Gap between HOMO and LUMO (eV): 4.3
E_HOMO (eV): -17.29
LUMO (eV): -12.99
Charge: +3
Electronic energy (Ha): -5024.98113

Last column: Mulliken charge in e.
Element x y z (Å)
Re  -0.4555  2.4428  0.3107  0.85
N  3.1422  2.3552  -2.2640  -0.37
C  2.0798  2.0415  -1.5436  0.80
S  0.9697  3.3925  -1.1132  -0.07
N  1.8050  0.8547  -1.1277  -1.19
N  0.6134  0.7485  -0.4972  0.73
C  0.1161  -0.4474  -0.3120  0.84
C  0.7532  -1.7140  -0.6292  0.34
C  1.3901  -1.9542  -1.8518  -0.15
C  1.9610  -3.1878  -2.0954  -0.81
C  1.9417  -4.1776  -1.1164  -0.42
C  1.3266  -3.9402  0.1090  -0.89
C  0.7124  -2.7273  0.3454  -0.38
C  -1.2569  -0.4010  0.2137  0.46
C  -2.1019  -1.4899  0.3253  -0.57
C  -3.4141  -1.2973  0.7474  -0.58
C  -3.8679  -0.0138  1.0296  -0.75
C  -2.9964  1.0444  0.8786  0.03
N  -1.7176  0.8571  0.4795  -0.42
H  3.3686  3.3029  -2.5226  0.21
H  3.7688  1.6199  -2.5646  0.26
H  1.4002  -1.1954  -2.6209  0.48
H  2.4308  -3.3816  -3.0496  0.43
H  2.3989  -5.1380  -1.3114  0.45
H  1.3234  -4.7048  0.8732  0.43
H  0.2485  -2.5477  1.3080  0.60
H  -1.7462  -2.4751  0.0591  0.59
H  -4.0804  -2.1458  0.8391  0.50
H  -4.8857  0.1727  1.3436  0.46
H  -3.3062  2.0667  1.0541  0.44
S  0.4294  5.9629  4.1164  0.03
As  -0.3354  4.4094  2.8782  0.75
S  0.6012  2.4488  2.2029  -0.08
S  -1.2753  4.4345  0.7869  -0.01
S  -1.3413  4.7844  4.7187  0.02